1.
Entry from the OMol25 dataset: the ion C3H7IN with charge +1 at a distorted geometry (ωB97M-V/def2-TZVPD).

Atoms and positions in Å:
1 C -1.33 0.14 0.33
2 C -0.56 -1.01 -0.24
3 C 1.09 0.86 -0.33
4 N 0.14 0.09 0.46
5 I 3.05 0.04 0.05
6 H -1.66 0.78 -0.45
7 H -2.02 -0.15 1.11
8 H -0.45 -2.05 0.26
9 H -0.22 -1.14 -1.22
10 H 0.71 0.80 -1.32
11 H 0.87 1.85 -0.03
12 H 0.39 -0.21 1.37

As for the HOMO energy: -14.144 eV. The total energy comes out at -470.62696 hartree. The total charge is +1. As for the SMILES: IC[NH+]1CC1. As for the energy above the lowest of the compared OMol25 structures with the same formula, charge and spin: 200.41 kJ/mol.

***

2.
Entry from the OMol25 dataset: a structure of composition C33H38FN7O3PPd at a distorted geometry (ωB97M-V/def2-TZVPD).

Atoms and positions in Å:
1 Pd 0.21 -0.22 -0.16
2 C -2.11 -6.04 4.31
3 C -3.08 -4.96 3.83
4 N -2.56 -4.18 2.73
5 C -1.84 -3.06 3.02
6 C -1.44 -2.16 2.09
7 C -0.61 -1.00 2.63
8 O -0.81 -0.66 3.79
9 O 0.27 -0.46 1.89
10 C -1.82 -2.32 0.72
11 O -1.64 -1.44 -0.20
12 C -2.50 -3.55 0.41
13 C -2.85 -3.85 -0.93
14 C -3.51 -5.01 -1.24
15 F -3.85 -5.22 -2.55
16 C -3.81 -5.96 -0.28
17 C -3.43 -5.69 1.05
18 C -2.83 -4.49 1.41
19 N -4.46 -7.20 -0.51
20 C -4.57 -7.73 -1.85
21 C -4.97 -9.22 -1.72
22 N -4.69 -9.62 -0.31
23 C -5.67 -8.97 0.60
24 C -5.69 -7.47 0.22
25 H -2.54 -6.59 5.14
26 H -1.19 -5.57 4.65
27 H -1.87 -6.73 3.51
28 H -3.29 -4.27 4.65
29 H -4.04 -5.40 3.52
30 H -1.60 -2.89 4.06
31 H -2.60 -3.13 -1.70
32 H -3.61 -6.46 1.78
33 H -3.60 -7.62 -2.35
34 H -5.32 -7.21 -2.47
35 H -4.39 -9.84 -2.40
36 H -6.03 -9.37 -1.92
37 H -3.77 -9.20 -0.08
38 H -4.67 -10.63 -0.19
39 H -5.34 -9.12 1.63
40 H -6.65 -9.43 0.47
41 H -5.74 -6.84 1.10
42 H -6.57 -7.25 -0.40
43 C -0.64 -0.11 -4.30
44 C 0.63 0.04 -4.87
45 C 1.73 0.16 -4.04
46 C 1.57 0.12 -2.66
47 N 0.32 -0.04 -2.13
48 C -0.75 -0.14 -2.93
49 C 2.60 0.22 -1.65
50 C 3.98 0.23 -1.88
51 C 4.86 0.32 -0.82
52 C 4.40 0.43 0.48
53 C 3.03 0.42 0.74
54 C 2.14 0.29 -0.31
55 H -1.52 -0.22 -4.92
56 H 0.74 0.07 -5.94
57 H 2.71 0.29 -4.47
58 H -1.71 -0.25 -2.43
59 H 4.36 0.15 -2.89
60 H 5.93 0.32 -1.01
61 H 5.09 0.51 1.30
62 H 2.66 0.50 1.75
63 C -1.69 4.58 1.87
64 N -1.19 3.51 2.72
65 C -2.30 2.79 3.30
66 N -3.23 2.28 2.30
67 C -3.69 3.37 1.46
68 N -2.60 4.10 0.84
69 C -1.92 3.32 -0.17
70 P -1.13 1.78 0.58
71 C -0.28 2.63 2.01
72 C -2.64 1.22 1.53
73 H -0.84 5.08 1.39
74 H -2.22 5.29 2.50
75 H -2.85 3.47 3.96
76 H -1.92 1.95 3.88
77 H -4.26 4.06 2.08
78 H -4.34 2.97 0.68
79 H -1.15 3.93 -0.65
80 H -2.65 3.01 -0.93
81 H 0.57 3.21 1.64
82 H 0.08 1.86 2.69
83 H -2.35 0.42 2.21
84 H -3.38 0.82 0.82

As for the HOMO energy (alpha / beta): -6.572 / -9.189 eV. The total energy comes out at -2458.12641 hartree. The total charge is +1. As for the spin multiplicity: 3. As for the expectation value of S²: 2.010.

***

3.
Entry from the OMol25 dataset: a structure of composition C36H27AsCoF5N2O2S at a distorted geometry (ωB97M-V/def2-TZVPD).

Atoms and positions in Å:
1 Co 0.14 -1.36 0.24
2 C 4.19 -1.48 1.17
3 C 2.71 -1.39 1.33
4 O 2.02 -1.43 0.28
5 C 2.18 -1.25 2.65
6 C 0.87 -1.01 3.01
7 C 0.48 -0.97 4.46
8 N -0.06 -0.82 2.07
9 N -1.33 -0.69 2.45
10 C -2.14 -0.71 1.38
11 O -1.73 -0.99 0.21
12 C -3.56 -0.37 1.57
13 C -4.04 0.01 2.83
14 C -5.37 0.36 2.98
15 C -6.23 0.34 1.89
16 C -5.75 -0.04 0.64
17 C -4.42 -0.40 0.48
18 H 4.47 -1.15 0.17
19 H 4.49 -2.53 1.28
20 H 4.72 -0.89 1.91
21 H 2.90 -1.32 3.45
22 H 1.32 -0.64 5.07
23 H 0.21 -1.98 4.78
24 H -0.38 -0.34 4.63
25 H -3.36 0.02 3.67
26 H -5.74 0.65 3.96
27 H -7.26 0.61 2.02
28 H -6.42 -0.07 -0.21
29 H -4.04 -0.70 -0.48
30 C 4.60 2.65 0.36
31 C 4.26 2.46 -0.97
32 C 2.99 2.01 -1.30
33 C 2.05 1.74 -0.31
34 C 2.42 1.90 1.02
35 C 3.68 2.36 1.36
36 As 0.34 0.95 -0.79
37 C 0.14 1.52 -2.62
38 C -0.11 0.57 -3.60
39 C -0.30 0.95 -4.92
40 C -0.23 2.29 -5.27
41 C 0.02 3.25 -4.29
42 C 0.21 2.87 -2.97
43 C -1.07 1.98 0.07
44 C -1.02 2.36 1.40
45 C -2.12 2.97 1.99
46 C -3.27 3.19 1.26
47 C -3.34 2.79 -0.06
48 C -2.24 2.18 -0.66
49 H 5.59 3.00 0.62
50 H 4.98 2.66 -1.75
51 H 2.74 1.86 -2.35
52 H 1.73 1.63 1.82
53 H 3.95 2.48 2.40
54 H -0.17 -0.48 -3.33
55 H -0.50 0.20 -5.68
56 H -0.38 2.59 -6.29
57 H 0.07 4.30 -4.56
58 H 0.40 3.62 -2.21
59 H -0.14 2.17 2.01
60 H -2.07 3.27 3.04
61 H -4.13 3.66 1.73
62 H -4.24 2.94 -0.63
63 H -2.30 1.86 -1.69
64 F 3.03 -5.68 -4.00
65 C 2.31 -5.20 -2.98
66 C 0.97 -4.92 -3.14
67 F 0.38 -5.13 -4.32
68 C 0.24 -4.41 -2.08
69 F -1.05 -4.15 -2.29
70 C 0.80 -4.17 -0.83
71 S -0.15 -3.58 0.53
72 C 2.16 -4.47 -0.71
73 F 2.79 -4.30 0.46
74 C 2.91 -4.97 -1.76
75 F 4.21 -5.24 -1.59

As for the HOMO energy (alpha / beta): -7.055 / -7.071 eV. The total energy comes out at -6164.05053 hartree. The total charge is 0.

***

4.
Entry from the OMol25 dataset: a cluster of 2 separate species, C3H9NS in total at a distorted geometry (ωB97M-V/def2-TZVPD).

Atoms and positions in Å:
1 C -5.54 -0.79 1.48
2 N -5.33 -2.02 1.83
3 H -4.63 -0.24 1.07
4 H -6.43 -0.23 1.74
5 H -6.26 -2.31 2.06
6 C 2.58 0.59 0.21
7 S 2.02 0.17 -1.37
8 C 3.66 0.61 -2.07
9 H 3.64 0.59 0.29
10 H 2.29 1.72 0.41
11 H 2.13 -0.11 0.96
12 H 3.77 1.67 -1.70
13 H 3.54 0.39 -3.15
14 H 4.56 -0.04 -1.78

As for the HOMO energy: -8.412 eV. The total energy comes out at -572.56258 hartree. The total charge is 0. As for the SMILES: C=N.CSC. As for the energy above the lowest of the compared OMol25 structures with the same formula, charge and spin: 203.51 kJ/mol.

***

5.
Entry from the OMol25 dataset: an isolated molecule of C2H3N3O3 at a distorted geometry (ωB97M-V/def2-TZVPD).

Atoms and positions in Å:
1 C -1.18 -0.09 -0.07
2 C 0.78 0.77 -0.16
3 H -2.81 -0.77 -0.30
4 H 2.25 -1.66 -0.08
5 H 1.36 2.43 0.48
6 N -0.41 -1.00 -0.43
7 N 0.78 -0.57 -0.51
8 N 1.79 1.49 0.08
9 O -2.51 0.03 0.32
10 O 1.40 -1.65 0.55
11 O -0.57 1.18 0.05

As for the HOMO energy: -9.463 eV. The total energy comes out at -467.83031 hartree. The total charge is 0. As for the SMILES: [H]/N=c1\oc(O)nn1O. As for the energy above the lowest of the compared OMol25 structures with the same formula, charge and spin: 351.85 kJ/mol.

***

6.
Entry from the OMol25 dataset: a structure of composition C20H25IrN3O7S2 at a distorted geometry (ωB97M-V/def2-TZVPD).

Atoms and positions in Å:
1 Ir -1.17 0.82 -0.86
2 C -1.23 3.79 -0.68
3 C -2.63 3.44 -0.27
4 N -2.63 2.01 0.17
5 C -3.96 1.37 0.08
6 C -4.37 1.20 -1.38
7 S -2.92 0.75 -2.41
8 C -2.51 2.29 -3.32
9 C -1.10 2.79 -3.02
10 N -0.71 2.72 -1.57
11 H -1.18 4.76 -1.17
12 H -0.57 3.82 0.19
13 H -2.99 4.07 0.53
14 H -3.32 3.54 -1.10
15 H -2.32 1.97 1.14
16 H -3.88 0.39 0.56
17 H -4.71 1.95 0.62
18 H -5.09 0.39 -1.50
19 H -4.82 2.09 -1.82
20 H -2.58 2.05 -4.37
21 H -3.28 3.03 -3.11
22 H -0.39 2.17 -3.56
23 H -0.99 3.81 -3.37
24 H 0.31 2.78 -1.55
25 O 0.64 0.82 0.15
26 C 0.26 0.62 1.37
27 O -1.00 0.60 1.55
28 C 1.23 0.40 2.44
29 C 2.60 0.48 2.17
30 C 3.51 0.27 3.20
31 C 3.05 -0.01 4.48
32 C 1.69 -0.08 4.71
33 C 0.76 0.12 3.71
34 N 1.20 -0.39 6.08
35 O 2.04 -0.58 6.93
36 O 0.00 -0.42 6.23
37 H 2.94 0.70 1.17
38 H 4.57 0.33 3.01
39 H 3.74 -0.18 5.30
40 H -0.29 0.05 3.94
41 C 4.04 -5.21 -0.83
42 C 2.90 -4.28 -1.10
43 C 2.48 -3.36 -0.13
44 C 1.42 -2.51 -0.38
45 C 0.78 -2.58 -1.61
46 C 1.18 -3.49 -2.60
47 C 2.24 -4.32 -2.33
48 S -0.54 -1.55 -1.97
49 O -1.31 -1.25 -0.69
50 O -1.31 -2.02 -3.06
51 O -0.02 -0.06 -2.21
52 H 4.50 -5.02 0.14
53 H 4.81 -5.12 -1.60
54 H 3.69 -6.24 -0.84
55 H 2.98 -3.33 0.83
56 H 1.08 -1.81 0.38
57 H 0.65 -3.54 -3.54
58 H 2.56 -5.04 -3.08

As for the HOMO energy (alpha / beta): -14.773 / -14.790 eV. The total energy comes out at -2368.14226 hartree. The total charge is +2. As for the spin multiplicity: 2. As for the energy above the lowest of the compared OMol25 structures with the same formula, charge and spin: 15.81 kJ/mol. As for the expectation value of S²: 0.755.